23
Properties=species:S:1:pos:R:3:lowdin_charge:R:1 method="wB97M-V/def2-TZVPD" charge=+1 de_lowest_kcal_mol=40.00 lumo_ev=-4.675 orbital_gap_ev=7.754 total_energy_ha=-533.98856 homo_ha=-0.4568
C -2.8655 1.2508 0.2505 -0.071
C -2.1843 1.8885 1.2862 0.000
C -2.1662 0.3962 -0.5345 -0.004
C -0.8107 1.5544 1.5416 0.008
C -0.7075 0.2706 -0.4496 -0.121
C -0.0645 0.7822 0.6916 -0.235
C 2.3707 -1.6724 1.6761 -0.133
C -0.2484 -0.3840 -1.5972 -0.074
C 1.7352 -0.9146 0.4204 -0.126
N 1.1777 0.3589 0.9193 0.088
N 0.9370 -0.5493 -2.1408 0.149
O 2.4265 -1.0757 2.7298 0.083
H -3.9419 1.2694 0.0995 0.123
H -2.6462 2.6040 2.0640 0.153
H -2.6521 -0.0741 -1.3262 0.094
H -0.4570 2.1544 2.3900 0.129
H 2.7199 -2.6143 1.2268 0.137
H -1.0916 -0.7722 -2.2512 0.167
H 0.9687 -1.5206 0.0259 0.101
H 1.6433 0.5850 1.8234 0.158
H 1.8424 -0.0667 -1.7689 0.181
H 0.9548 -0.8359 -3.1003 0.130
H 2.4524 -0.9074 -0.2791 0.061